C20H21BrFNO3 | ωB97M-V/def2-TZVPD

The geometry in XYZ format:
```
47
Properties=species:S:1:pos:R:3:forces:R:3
O 1.29794 1.67152 2.57742 -1.30 0.94 -0.91
C 0.24266 2.10865 2.08496 0.98 -1.84 2.50
C -0.03738 1.85551 0.66963 -1.18 0.52 -2.44
C -0.86949 2.53893 -0.18802 0.60 -0.81 2.31
O -1.54761 3.69413 0.09018 -0.29 -1.00 -1.13
C -0.94693 1.79383 -1.46150 -0.60 1.11 -2.35
O -1.59882 2.23804 -2.41409 0.80 -1.07 1.13
N -0.08929 0.68550 -1.43545 -1.57 2.38 1.37
C 0.38468 0.10725 -2.61350 0.01 0.24 -0.66
C 1.72779 0.31992 -2.95692 -0.74 -0.54 -0.19
C 2.20264 -0.25467 -4.11175 -0.56 -1.01 -0.72
C 1.38153 -1.04277 -4.93883 -0.56 0.79 1.44
Br 2.20540 -1.94666 -6.37669 -0.34 0.05 -0.02
C 0.00872 -1.17666 -4.62884 0.51 -0.26 -0.73
C -0.49930 -0.57383 -3.48911 0.56 0.41 1.06
F -1.81425 -0.67250 -3.11811 1.40 -0.13 -0.63
C 0.58376 0.67338 -0.13840 0.65 -0.51 1.22
C 0.40024 -0.70906 0.56033 -0.62 -0.51 -0.33
C -1.09914 -1.16455 0.68141 0.97 0.24 -0.50
C -1.24211 -2.45004 1.49094 -0.22 -0.60 0.56
C -0.40243 -3.56530 0.84326 -0.26 -0.04 0.65
C 1.04976 -3.15031 0.77049 0.07 0.85 -0.27
C 1.18604 -1.86267 -0.08000 0.20 -0.13 0.17
C -0.84199 2.63469 3.03167 0.21 0.36 -1.22
C -0.95629 2.26481 4.51247 2.04 -0.03 -0.74
C -0.37519 3.60082 4.07994 -0.28 0.32 0.87
H -2.25581 3.86639 -0.58888 1.13 -0.48 0.51
H 2.41299 0.88837 -2.32598 -0.43 -0.14 -0.09
H 3.22741 -0.18661 -4.36672 0.86 0.22 -0.20
H -0.61230 -1.76739 -5.29597 -0.11 0.14 0.24
H 1.68206 0.88889 -0.22530 -0.80 -0.27 -0.07
H 0.82376 -0.59626 1.55361 -0.07 0.14 0.35
H -1.63876 -0.36505 1.15323 -0.57 0.44 0.17
H -1.50925 -1.32638 -0.34236 0.19 0.17 0.61
H -0.88046 -2.31101 2.55289 -0.38 0.01 -0.99
H -2.31992 -2.75691 1.54958 0.87 0.31 -0.03
H -0.49164 -4.51278 1.37321 -0.08 0.01 0.32
H -0.77063 -3.79251 -0.15114 -0.12 0.18 -0.41
H 1.63267 -3.94627 0.32468 0.29 -0.16 -0.07
H 1.45873 -2.93913 1.77647 -0.19 -0.20 -0.30
H 2.23824 -1.59751 -0.13367 0.28 0.12 -0.11
H 0.85858 -2.06717 -1.10823 -0.08 0.05 0.15
H -1.75845 2.89604 2.51842 -0.06 -0.03 0.09
H -0.23260 1.53462 4.91005 -0.47 0.36 -0.38
H -1.93558 2.22527 4.93755 -0.41 0.09 0.04
H -0.99171 4.48298 4.29773 0.35 -0.37 -0.33
H 0.71169 3.76449 4.14936 -0.67 -0.30 0.05
```
Positions in Å, forces in eV/Å.

Computed properties:
highest occupied orbital energy	-8.950	eV
F_max	0.06328	hartree/bohr
gap between HOMO and LUMO	8.55	eV